ORCA calculation (wB97M-V/def2-TZVPD) on C36H40F6N3Sn as an isolated structure at a distorted geometry.

Values from the calculation:
calculated total energy	-2373.5810	Eh
spin multiplicity	1
net charge	-1
LUMO	2.6	eV

Element x y z (Å)
C: 2.621 4.978 -2.356
C: 3.566 -0.776 0.300
H: 1.577 1.852 1.131
F: 1.511 -5.444 -1.828
C: 3.077 4.383 -1.199
C: -1.590 2.640 -1.817
C: -2.216 -3.863 -2.493
N: 1.226 -0.352 0.686
N: -1.683 1.200 -1.622
C: 2.439 -0.737 1.137
C: -1.914 -3.088 0.792
H: 1.069 4.187 1.494
H: -0.882 3.023 -1.078
H: -2.700 4.434 -2.196
F: -3.132 -6.031 -2.384
H: 3.087 2.611 -0.035
C: -2.882 3.460 -1.751
H: -2.385 -2.354 0.146
H: 2.857 3.040 2.868
C: 5.036 -1.468 2.045
H: 0.955 2.408 -3.717
C: 2.693 -1.121 2.474
H: 1.530 4.767 -4.181
H: -3.157 -1.192 -1.886
F: -3.493 -3.446 -2.762
H: 0.214 -4.595 1.562
F: 2.953 6.279 -2.621
H: -3.686 2.977 -2.301
H: 4.086 -1.767 3.940
C: 3.950 -1.478 2.906
H: -1.139 2.791 -2.797
C: 4.825 -1.111 0.722
C: 0.233 -0.222 1.678
C: 0.272 -4.925 -2.020
C: -3.736 0.846 -0.082
H: -4.124 1.859 -0.054
Sn: 0.858 0.102 -1.592
H: -0.107 3.803 2.756
C: 2.161 2.252 3.145
C: 0.140 0.983 2.395
H: -0.838 2.022 3.987
C: -1.537 -1.128 3.030
C: -1.617 0.050 3.746
H: 5.636 -1.089 0.009
C: 1.510 2.976 -2.970
C: 0.121 -3.575 -2.184
C: -0.542 -2.600 1.256
C: -0.627 -1.285 1.993
N: -1.168 -1.612 -2.424
H: -0.696 -6.853 -1.912
C: -2.427 -0.962 -2.673
C: 2.697 3.076 -0.931
H: -2.859 -1.306 -3.624
H: 0.094 -2.452 0.377
H: -1.582 0.751 -3.625
H: -2.185 -1.950 3.300
H: -2.324 0.144 4.560
H: -2.576 -3.280 1.635
C: -0.813 -5.793 -2.055
H: 1.101 -3.355 2.454
C: -2.225 0.789 -0.334
H: 1.725 2.499 4.111
C: 1.866 2.333 -1.777
H: -0.404 3.325 1.082
C: 0.362 3.438 1.845
H: -1.803 -4.010 0.226
H: 1.870 -1.129 3.173
H: -3.925 0.386 0.888
H: -0.498 -3.872 3.012
H: -3.246 0.977 -3.041
F: 3.405 -0.443 -1.029
H: -1.907 -0.244 -0.183
H: -1.718 1.394 0.422
C: 1.084 2.112 2.069
C: -2.046 -5.217 -2.311
C: -0.784 1.103 3.420
C: -2.263 0.549 -2.790
C: 1.852 4.283 -3.269
C: 0.112 -3.673 2.131
C: -1.136 -2.928 -2.379
H: -4.286 0.283 -0.832
H: 6.023 -1.738 2.386
H: 2.714 1.321 3.244
H: -3.202 3.619 -0.724
H: 3.718 4.940 -0.527
F: 1.231 -2.778 -2.167

---

ORCA calculation (wB97M-V/def2-TZVPD) on C30H23BrCl3NO6PPd as an isolated structure at a distorted geometry.

Values from the calculation:
calculated total energy	-6086.4008	Eh
spin multiplicity	1
net charge	+1
LUMO (spin up / spin down)	-6.2 / -6.2	eV

Element x y z (Å)
H: 2.223 -0.698 3.297
H: -2.911 0.886 -0.491
C: 4.924 -0.751 1.266
N: -1.876 0.674 -2.246
C: 4.172 -0.870 2.414
H: -0.506 2.966 5.175
C: -2.461 -2.410 0.188
H: 0.263 2.653 2.853
C: 3.193 0.853 -2.242
C: -5.482 0.536 -1.265
H: 0.042 -4.668 -0.037
Pd: 0.335 0.089 -1.608
C: 0.558 2.911 -0.363
C: 0.561 4.460 -0.339
C: -0.958 0.901 5.475
O: 1.660 -1.910 -1.492
C: -4.309 0.306 -3.498
H: -3.527 -2.328 0.049
H: -2.222 -0.403 0.914
H: 2.785 1.355 -3.118
C: 2.989 0.126 0.081
H: 0.865 4.834 0.639
H: 1.362 -2.741 0.747
C: 5.091 -0.123 -1.124
C: -1.948 0.566 -3.568
Cl: -1.087 4.989 -0.682
H: 6.137 -0.386 -1.124
H: -5.259 0.140 -3.985
C: 4.367 -0.240 0.082
H: -1.296 -1.214 5.486
Br: -0.313 0.839 -4.488
O: -0.425 -1.855 -2.503
C: -0.961 -0.365 4.913
H: 4.630 -1.223 3.323
O: 1.502 -1.359 -3.714
O: 0.901 2.370 0.705
C: -0.450 -3.724 0.142
H: -3.146 0.228 -5.313
O: 0.217 2.363 -1.411
C: -0.084 1.811 3.428
H: -0.546 -1.538 3.181
H: -6.386 0.559 -1.866
Cl: 1.701 5.031 -1.557
H: 5.953 -1.077 1.256
H: -5.507 -0.357 -0.641
Cl: 0.968 -2.200 -2.719
C: 2.813 -0.562 2.403
P: 0.437 0.228 1.142
C: 2.445 0.654 -1.103
C: -1.732 -1.326 0.628
C: -0.512 1.982 4.734
C: -1.810 -3.602 -0.096
C: -0.542 -0.547 3.609
C: 4.510 0.363 -2.273
O: 1.069 -3.552 -3.025
C: -3.004 0.691 -1.550
C: -4.262 0.519 -2.122
C: -0.347 -1.426 0.798
C: -0.102 0.543 2.855
C: 0.298 -2.641 0.583
H: -2.365 -4.439 -0.493
C: 2.221 -0.091 1.246
C: -3.142 0.353 -4.242
H: -1.304 1.040 6.486
H: -5.473 1.401 -0.607
H: 5.066 0.410 -3.199

---

ORCA calculation (wB97M-V/def2-TZVPD) on C28H41IrN7O8PS3 as an isolated structure.

Values from the calculation:
calculated total energy	-3716.7472	Eh
spin multiplicity	1
net charge	+2
LUMO	-4.9	eV

Element x y z (Å)
C: 0.644 -3.180 4.561
S: 0.737 -3.801 -2.849
H: -2.296 3.268 -2.630
H: 1.289 0.124 -4.649
H: -3.688 2.866 0.965
C: -1.130 -2.144 3.336
H: 2.759 -5.431 -1.275
C: 2.859 -4.295 0.547
P: -0.685 1.357 -3.824
H: -0.446 -6.092 5.970
H: 0.874 -5.071 6.546
O: -0.906 0.356 2.632
H: 0.016 3.639 -3.202
N: 3.085 0.840 0.892
N: -0.379 -0.314 -5.877
H: 2.481 6.222 2.254
H: -0.196 6.502 -0.227
C: -0.837 3.259 0.460
H: -3.179 -2.451 0.943
H: 3.487 0.598 -1.602
O: -2.490 -0.650 -1.511
O: -3.149 -0.708 2.621
H: -1.578 -2.690 -3.860
H: -1.738 -1.257 -3.064
O: -0.121 0.980 -2.473
O: 0.944 0.622 0.317
C: -3.185 1.905 1.068
H: -0.003 2.138 2.090
C: 0.177 -2.120 3.807
Ir: -0.799 -0.009 -0.658
C: -0.173 -4.276 4.847
O: -2.033 0.962 -4.325
H: 2.736 0.890 1.835
C: -1.971 -3.207 3.631
C: -2.331 -2.247 0.289
H: -3.842 1.076 0.814
H: 1.652 -3.155 4.958
C: 4.515 0.876 0.643
H: -2.706 3.115 -4.239
C: 1.504 -3.678 -1.296
S: -1.889 1.953 -0.141
N: 2.526 0.505 -1.325
H: 1.790 0.544 -2.014
C: -0.022 3.085 1.573
H: -0.114 -0.415 -6.856
H: 0.800 -1.255 3.617
C: 1.041 -2.549 -0.621
C: -0.154 -2.365 -2.511
O: -2.565 2.488 -1.363
H: 0.855 1.410 -5.791
C: 1.469 -2.312 0.683
C: 2.150 0.658 -0.044
C: -0.653 3.195 -3.937
N: 0.113 -1.784 -1.365
H: -0.362 -1.219 -5.389
H: 2.701 -3.024 2.266
H: -1.800 -3.194 0.147
H: 4.868 -0.064 0.215
C: 0.462 0.659 -5.109
H: 0.989 7.015 2.737
H: 1.653 7.311 1.133
H: 5.026 1.026 1.590
H: 1.360 4.030 2.890
H: 3.566 -4.965 1.018
C: 2.417 -4.560 -0.733
N: -1.438 -1.221 0.836
H: -2.191 4.613 -3.699
H: -2.138 -5.097 4.613
C: -0.133 5.542 0.269
H: -1.363 0.018 -5.770
C: -0.907 4.486 -0.185
C: 0.736 4.155 2.014
C: -1.482 -4.270 4.375
H: 4.782 1.706 -0.013
C: 2.377 -3.188 1.247
H: 1.068 -6.011 5.073
C: -2.890 -1.842 -1.062
O: -3.592 -2.563 -1.723
H: -3.004 -3.187 3.311
C: 0.355 -5.426 5.656
H: 1.065 -1.487 1.247
N: -2.052 3.607 -3.622
C: 1.506 6.549 1.896
C: 0.702 5.394 1.374
H: -2.758 1.769 2.057
H: -1.593 4.635 -1.007
H: -0.393 3.542 -4.936
N: -1.052 -1.915 -3.463
S: -1.734 -0.802 2.374

---

ORCA calculation (wB97M-V/def2-TZVPD) on a 15-piece molecular cluster, C15H60N30O15 overall at a distorted geometry.

Values from the calculation:
calculated total energy	-3379.0395	Eh
spin multiplicity	1
LUMO	-0.2	eV

Element x y z (Å)
H: -4.305 2.966 6.976
N: 2.900 -2.955 -5.444
H: -7.115 6.050 0.351
O: 7.224 -0.509 -1.849
H: -7.463 1.506 -0.126
H: -7.323 5.590 -1.737
H: 5.236 4.752 1.755
H: -2.632 6.717 3.791
C: -3.109 -2.568 4.551
H: 6.700 3.394 -4.169
N: -2.815 9.086 3.881
C: -2.028 8.473 2.951
N: -0.898 4.076 -3.679
N: 1.437 -1.689 -4.704
N: -3.820 2.547 6.196
H: -1.225 -1.329 0.202
H: -3.147 -4.518 4.301
H: 3.730 3.840 2.326
H: -3.331 8.562 4.573
H: -1.307 0.548 0.495
H: 0.887 -8.556 -0.819
N: -6.131 5.895 0.184
O: -0.111 3.414 -5.678
H: 4.070 2.516 -2.464
H: 5.284 5.730 0.239
H: 6.957 -6.521 -0.130
H: -4.889 -3.441 4.358
H: -1.585 -3.628 4.130
O: 2.319 -3.850 6.521
H: -3.441 -2.679 -3.008
O: -2.544 -1.471 4.564
C: 4.841 2.836 -4.253
N: -4.360 -2.613 4.594
H: 6.126 2.482 -2.816
H: -7.018 1.012 -2.043
N: -3.099 -3.327 -3.703
C: 0.500 -0.352 0.373
H: -1.640 3.976 -3.001
C: -4.357 2.873 5.113
C: 3.280 -3.173 6.470
H: 6.669 -3.113 -3.432
N: -2.548 -3.714 4.421
H: -5.596 5.848 1.039
O: 1.706 -0.426 0.356
H: 0.570 -1.455 -4.241
N: 5.920 3.044 -3.630
N: 3.495 -2.129 5.751
C: -5.598 5.196 -0.794
H: 4.097 -5.241 2.115
N: -6.356 0.269 -1.873
H: -6.285 4.554 -2.604
O: 1.216 -3.985 -4.457
N: 6.456 -5.764 0.313
H: 6.596 -4.807 0.024
H: 5.102 -2.860 -2.257
N: 5.535 -2.056 -1.826
C: 3.585 5.009 0.785
H: 5.259 -3.138 6.736
H: -3.079 1.862 6.234
H: 3.266 -3.888 -5.570
H: -2.586 10.053 4.061
H: 2.081 -7.593 0.150
C: 6.654 -1.602 -2.202
O: -5.013 -0.460 -0.295
O: -4.591 4.518 -0.759
H: 0.145 1.578 0.564
O: 0.319 -6.515 1.502
H: 4.864 -1.516 -1.299
C: 1.802 -2.918 -4.882
C: -0.999 3.404 -4.791
N: 4.300 5.713 0.013
H: -1.727 -7.374 0.536
O: 4.605 3.159 -5.453
H: -6.694 0.549 1.176
H: -4.006 2.830 3.231
H: 7.827 -1.830 -3.787
H: 3.609 -2.252 -5.600
H: 2.861 -1.930 4.991
N: -0.316 0.682 0.633
H: 0.220 -2.353 0.364
O: 5.579 -7.165 1.827
N: 4.252 4.528 1.802
H: 3.762 6.423 -0.462
N: 7.063 -2.203 -3.241
H: 1.920 -0.975 -5.231
H: -3.762 -5.011 -6.260
C: 0.242 -7.368 0.601
N: -2.072 7.148 3.069
N: -3.653 2.498 4.117
N: 4.932 -5.125 1.559
H: -0.943 -8.560 -0.495
H: -3.063 1.679 4.161
C: -3.889 -3.610 -4.711
N: -0.223 -1.460 0.203
N: 3.869 2.625 -3.448
N: 1.158 -7.945 -0.061
H: -0.193 4.792 -3.577
H: 4.325 -1.557 5.808
O: 2.368 4.805 0.611
H: 4.348 -4.213 7.648
C: 5.643 -6.087 1.305
H: 5.007 -4.295 0.988
H: -1.393 6.652 2.511
H: -2.230 2.338 -5.785
N: -3.461 -4.695 -5.349
H: -5.905 -0.303 -2.573
N: -6.426 5.127 -1.785
N: -2.112 2.732 -4.863
O: -5.180 3.729 5.078
O: -4.824 -2.952 -5.156
H: -4.767 -1.691 4.658
N: -0.895 -7.860 0.232
H: -2.864 2.832 -4.196
N: 4.348 -3.357 7.112
O: -1.335 9.081 2.108
C: -5.972 0.130 -0.642
N: -6.791 0.832 0.211
H: -2.368 -3.964 -3.419
H: -2.565 -5.103 -5.124
H: 2.907 2.541 -3.745

---

ORCA calculation (wB97M-V/def2-TZVPD) on C43H56F3N14O5S4 as an isolated structure at a distorted geometry.

Values from the calculation:
calculated total energy	-4707.1564	Eh
spin multiplicity	1
net charge	-1
LUMO	1.2	eV

Element x y z (Å)
H: 6.114 -0.078 -4.276
N: 6.113 3.259 5.026
H: -4.232 -3.276 0.201
H: -1.235 -0.065 -1.403
O: -4.967 0.425 -2.594
H: -8.121 -0.304 10.663
H: 4.678 2.508 3.612
C: -7.063 -0.458 10.862
H: 6.309 2.337 8.033
C: 0.138 4.451 0.429
H: 3.537 0.419 4.091
C: -6.263 -2.923 7.494
C: 4.094 1.850 -1.673
H: -2.702 0.227 -4.079
H: 9.328 2.736 -4.410
H: 5.898 -3.907 -6.539
H: -5.712 0.804 -12.192
C: 3.948 2.095 -2.995
C: -6.335 1.662 -6.972
C: 5.014 0.928 -1.331
H: -7.039 -2.096 5.732
C: -4.534 -2.776 2.199
H: 0.247 3.603 1.095
H: 6.444 -0.456 -1.937
O: -4.081 2.596 -2.791
N: 2.046 -1.716 -0.448
S: 1.371 4.485 -0.909
C: -0.975 0.970 4.771
C: 5.718 0.266 -2.266
H: 5.232 0.682 -0.308
H: -1.983 -3.535 5.440
C: 4.119 2.034 2.823
C: 2.816 0.256 2.131
H: 6.302 -4.912 1.041
N: -7.509 -1.777 -12.381
C: -2.109 -3.011 6.385
C: -6.424 0.819 11.157
H: 0.341 5.340 1.015
S: -3.847 1.277 -2.252
H: 4.520 -3.802 -5.427
H: -2.147 0.000 3.327
H: -2.919 1.390 4.104
N: 0.215 -2.240 7.291
H: 2.323 -0.683 2.313
C: -6.081 -2.407 6.142
H: 10.519 1.731 -5.255
H: -1.768 1.508 -3.316
O: -3.243 2.415 1.451
N: 0.050 1.317 5.168
H: -7.595 1.473 -5.312
H: -6.272 0.296 -5.382
H: 0.430 -0.551 -2.585
C: -0.811 -2.578 6.889
C: -1.516 -0.358 -2.407
C: -4.941 -2.712 0.803
C: 1.264 -4.154 -0.952
H: -2.754 -2.151 6.224
H: 2.210 0.214 0.155
H: 5.127 -4.236 2.184
H: -2.744 -0.135 4.990
C: -1.736 3.134 -0.501
N: -4.173 -2.804 3.294
C: 5.466 2.261 7.350
C: 3.498 0.879 3.119
C: 1.986 2.811 -1.089
O: -0.317 -0.405 -3.169
H: -5.153 -0.285 -10.911
C: -6.031 0.137 -11.394
S: -3.370 2.665 0.032
C: 5.343 -4.407 1.132
H: 8.981 2.134 -6.040
C: 5.399 -3.282 -5.801
F: -1.999 -2.378 -1.219
H: -5.653 -3.177 5.504
C: 1.679 -2.785 -0.676
H: -6.601 -0.915 9.989
C: 5.828 2.821 6.054
H: -2.579 -3.679 7.105
H: 3.225 2.818 -3.329
H: 4.495 1.617 -4.981
C: -6.547 1.331 -5.567
C: 4.044 2.554 1.594
N: -6.167 1.923 -8.083
C: -2.395 0.646 -3.130
N: 4.685 -1.024 -6.890
C: 4.641 1.438 -3.932
N: -5.920 1.830 11.390
H: 0.243 -4.170 -1.332
C: 8.852 0.703 -4.519
H: -6.597 0.706 -10.660
C: -1.311 4.531 -0.049
H: -4.951 -1.676 0.462
C: 2.752 0.781 0.905
H: 4.573 3.474 1.418
H: 5.391 -3.449 0.618
C: 5.001 -2.020 -6.412
C: -2.102 -1.810 -2.421
F: -1.374 -2.595 -3.218
C: 5.539 0.490 -3.579
H: -5.934 -3.140 0.682
H: 5.192 1.214 7.236
N: -6.405 -3.332 8.564
N: 8.368 -0.236 -4.057
C: -6.856 -0.933 -11.945
N: 3.464 -5.881 0.076
H: -1.956 4.960 0.710
N: -3.671 1.219 -0.663
C: 4.294 -5.230 0.541
H: 1.316 -4.739 -0.040
H: -5.409 -1.551 6.160
H: -1.625 3.007 -1.571
C: -2.273 0.530 4.268
C: 9.457 1.898 -5.091
H: -1.070 2.426 -0.026
H: -5.939 1.975 -4.932
H: 1.927 -4.594 -1.690
O: -4.337 3.696 -0.197
C: 3.366 1.942 0.612
H: 6.081 -3.090 -4.975
F: -3.326 -1.883 -2.881
H: 4.620 2.806 7.763
S: 0.982 1.683 -1.663
H: -6.954 -1.130 11.710
H: -1.363 5.187 -0.912
N: 3.325 2.536 -0.698

---

ORCA calculation (wB97M-V/def2-TZVPD) on an isolated molecule of C4H8O2.

Values from the calculation:
calculated total energy	-307.6347	Eh
spin multiplicity	1
SMILES string	CO[C@@H](C)C=O
LUMO	0.8	eV

Element x y z (Å)
O: 1.338 -1.733 0.995
C: 0.939 -0.500 -1.299
O: -1.272 0.443 -0.064
H: -0.928 -1.335 -0.753
H: -0.358 2.282 0.286
H: 0.623 -0.301 -2.323
H: 1.745 0.183 -1.004
H: -2.022 2.088 0.863
C: -0.283 -0.570 -0.304
H: -0.264 -0.971 1.933
C: 0.292 -1.128 0.987
C: -1.052 1.580 0.756
H: 1.426 -1.493 -1.312
H: -0.708 1.341 1.775